# 1
Density functional theory data (ωB97M-V/def2-TZVPD) for the molecule C3H2N4O at a distorted geometry.

Results
- Energy above the lowest of the compared OMol25 structures with the same formula, charge and spin: 3.748 eV
- Largest force on an atom: 3.17 eV/Å
- Orbital gap: 8.476 eV
- Electronic energy: -11145.5237 eV
- HOMO: -10.19 eV
- Structure (SMILES): O=c1cnnnnc1

```
! RIJCOSX wB97M-V def2-TZVPD def2/J DEFGRID3
* xyz 0 1
C 0.88 -0.08 0.03
C 0.37 1.34 -0.21
C 0.01 -1.35 0.13
H 1.13 2.04 -0.53
H 0.62 -2.16 0.50
N -0.84 1.71 0.09
N -1.40 0.57 0.51
N -1.64 -0.22 -0.42
N -1.23 -1.59 -0.11
O 2.09 -0.25 0.02
*
```

***

# 2
Density functional theory data (ωB97M-V/def2-TZVPD) for the molecule C3H2N4O at a distorted geometry.

Results
- Energy above the lowest of the compared OMol25 structures with the same formula, charge and spin: 3.741 eV
- Largest force on an atom: 8.58 eV/Å
- Orbital gap: 7.933 eV
- Electronic energy: -11145.5314 eV
- HOMO: -9.35 eV
- Structure (SMILES): O=c1cnnncn1

```
! RIJCOSX wB97M-V def2-TZVPD def2/J DEFGRID3
* xyz 0 1
C -0.14 1.14 -0.37
C 1.10 0.81 0.30
C -1.36 -0.92 0.19
H 1.68 1.54 0.93
H -2.30 -1.24 0.53
N 1.66 -0.24 0.30
N 0.99 -1.54 -0.14
N -0.19 -1.77 -0.11
N -1.35 0.26 -0.33
O -0.08 1.96 -1.30
*
```

***

# 3
Density functional theory data (ωB97M-V/def2-TZVPD) for the ion C3H2N8S with charge -2 at a distorted geometry.

Results
- Energy above the lowest of the compared OMol25 structures with the same formula, charge and spin: 0.000 eV
- Largest force on an atom: 4.40 eV/Å
- Orbital gap: 6.170 eV
- Electronic energy: -25897.5946 eV
- HOMO: -0.50 eV
- Structure (SMILES): [S-]c1nnn(Cc2nnn[n-]2)n1

```
! RIJCOSX wB97M-V def2-TZVPD def2/J DEFGRID3
* xyz -2 1
C 1.31 0.65 0.59
C -2.52 -1.30 -0.77
C 0.88 -0.28 -0.45
N 1.43 0.56 1.90
N 1.93 1.72 0.10
N 2.18 1.58 2.27
N 2.48 2.31 1.23
N -1.22 -1.63 -0.79
N -2.66 -0.05 -0.32
N -1.52 0.43 -0.14
N -0.64 -0.47 -0.38
S -3.79 -2.36 -1.34
H 0.94 0.16 -1.56
H 1.18 -1.32 -0.35
*
```

***

# 4
Density functional theory data (ωB97M-V/def2-TZVPD) for the ion C3H2NO2S with charge -1 at a distorted geometry.

Results
- Energy above the lowest of the compared OMol25 structures with the same formula, charge and spin: 1.782 eV
- Largest force on an atom: 6.95 eV/Å
- Orbital gap: 6.677 eV
- Electronic energy: -19563.4237 eV
- HOMO: -2.91 eV
- Structure (SMILES): O=c1[nH]cc([O-])s1

```
! RIJCOSX wB97M-V def2-TZVPD def2/J DEFGRID3
* xyz -1 1
C -0.52 0.71 0.03
C -1.77 1.19 0.06
C -1.66 -1.34 -0.10
N -0.48 -0.69 -0.02
O -2.24 2.69 -0.22
O -1.81 -2.54 -0.22
S -2.95 -0.12 0.04
H 0.40 1.26 0.03
H 0.38 -1.20 -0.16
*
```

***

# 5
Density functional theory data (ωB97M-V/def2-TZVPD) for the ion C3H2NO2S with charge -1 at a distorted geometry.

Results
- Energy above the lowest of the compared OMol25 structures with the same formula, charge and spin: 3.384 eV
- Largest force on an atom: 7.48 eV/Å
- Orbital gap (alpha / beta): 5.238 / 5.753 eV
- Electronic energy: -19561.8225 eV
- HOMO (alpha / beta): -1.94 / -2.47 eV
- Structure (SMILES): O=c1s[nH]cc1[O-]

```
! RIJCOSX wB97M-V def2-TZVPD def2/J DEFGRID3
* xyz -1 1
C 1.18 0.36 0.09
C -0.32 0.91 -0.50
C -1.37 -0.04 -0.08
N 0.84 -0.69 0.91
O -0.46 2.02 -1.04
O -2.57 -0.03 -0.31
S -0.70 -1.48 0.62
H 1.86 0.46 -0.69
H 1.53 -1.50 1.00
*
```

***

# 6
Density functional theory data (ωB97M-V/def2-TZVPD) for the ion C3H2NO3 with charge -1 at a distorted geometry.

Results
- Energy above the lowest of the compared OMol25 structures with the same formula, charge and spin: 3.011 eV
- Largest force on an atom: 5.07 eV/Å
- Orbital gap: 7.794 eV
- Electronic energy: -10774.7588 eV
- HOMO: -3.65 eV

```
! RIJCOSX wB97M-V def2-TZVPD def2/J DEFGRID3
* xyz -1 1
C -1.84 -0.39 0.26
C 2.72 -0.23 -0.30
C 0.30 -0.74 -0.87
N 1.45 -0.63 -0.47
O -0.70 0.13 0.11
O 3.60 -0.71 0.38
O -2.60 -1.10 -0.38
H -2.35 0.02 1.32
H 2.89 0.82 -0.81
*
```

***

# 7
Density functional theory data (ωB97M-V/def2-TZVPD) for a structure of composition C3H2NO3 at a distorted geometry.

Results
- Energy above the lowest of the compared OMol25 structures with the same formula, charge and spin: 8.489 eV
- Largest force on an atom: 6.03 eV/Å
- Orbital gap (alpha / beta): 7.580 / 8.925 eV
- Electronic energy: -10758.4067 eV
- HOMO (alpha / beta): -17.06 / -16.99 eV

```
! RIJCOSX wB97M-V def2-TZVPD def2/J DEFGRID3
* xyz 1 1
C -0.05 -0.83 0.71
C 1.18 -0.29 0.51
C -1.01 -0.07 -0.13
N -0.11 0.97 -0.60
O -2.16 -0.10 -0.36
O -0.57 1.83 -2.09
O 1.13 0.69 -0.38
H -0.45 -1.66 1.44
H 2.06 -0.55 0.91
*
```

***

# 8
Density functional theory data (ωB97M-V/def2-TZVPD) for the ion C3H2NO4P with charge -2 at a distorted geometry.

Results
- Energy above the lowest of the compared OMol25 structures with the same formula, charge and spin: 1.702 eV
- Largest force on an atom: 4.85 eV/Å
- Orbital gap: 5.253 eV
- Electronic energy: -22112.2191 eV
- HOMO: 0.86 eV
- Structure (SMILES): O=P([O-])([O-])c1cocn1

```
! RIJCOSX wB97M-V def2-TZVPD def2/J DEFGRID3
* xyz -2 1
C -0.78 0.74 -0.95
C 0.77 0.35 0.45
C -1.27 0.12 0.13
N -0.26 -0.03 1.02
O -3.40 0.61 -1.26
O -3.33 -1.56 -0.10
O -3.80 0.54 1.39
O 0.62 0.81 -0.78
P -3.20 -0.08 0.11
H -1.27 1.35 -1.78
H 1.85 0.17 0.77
*
```

***

# 9
Density functional theory data (ωB97M-V/def2-TZVPD) for the ion C3H2NO4S2 with charge -1 at a distorted geometry.

Results
- Energy above the lowest of the compared OMol25 structures with the same formula, charge and spin: 5.183 eV
- Largest force on an atom: 4.06 eV/Å
- Orbital gap: 8.404 eV
- Electronic energy: -34490.4393 eV
- HOMO: -5.39 eV

```
! RIJCOSX wB97M-V def2-TZVPD def2/J DEFGRID3
* xyz -1 1
C -0.53 -0.56 0.31
C -1.10 -1.61 -0.19
C 0.79 -2.58 -0.50
N 0.96 -0.57 0.63
O -3.15 -0.24 -0.68
O -3.27 -1.67 1.34
O -3.37 -2.69 -0.95
O 1.55 -1.60 -0.17
S 1.07 -3.91 -1.36
S -2.95 -1.58 -0.14
H -0.93 0.44 0.58
H 1.20 -0.64 1.60
*
```

***

# 10
Density functional theory data (ωB97M-V/def2-TZVPD) for the ion C3H2NOS2 with charge -1 at a distorted geometry.

Results
- Energy above the lowest of the compared OMol25 structures with the same formula, charge and spin: 0.727 eV
- Largest force on an atom: 3.91 eV/Å
- Orbital gap: 7.503 eV
- Electronic energy: -28353.1187 eV
- HOMO: -4.17 eV
- Structure (SMILES): [O-]C1=NC(=S)SC1

```
! RIJCOSX wB97M-V def2-TZVPD def2/J DEFGRID3
* xyz -1 1
C -0.31 -0.85 -0.50
C -1.00 0.91 0.68
C 1.09 -0.17 -0.32
N -1.32 -0.34 0.17
O -0.35 -1.97 -0.99
S -2.17 1.94 1.21
S 0.76 1.38 0.47
H 1.65 -0.81 0.54
H 1.65 -0.09 -1.26
*
```

***

# 11
Density functional theory data (ωB97M-V/def2-TZVPD) for the molecule C3H2NP at a distorted geometry.

Results
- Energy above the lowest of the compared OMol25 structures with the same formula, charge and spin: 0.679 eV
- Largest force on an atom: 5.16 eV/Å
- Orbital gap (alpha / beta): 8.496 / 8.495 eV
- Electronic energy: -13918.7088 eV
- HOMO (alpha / beta): -9.32 / -9.32 eV
- Structure (SMILES): N#C[C@H]1C=P1

```
! RIJCOSX wB97M-V def2-TZVPD def2/J DEFGRID3
* xyz 0 1
C -1.27 -0.47 -0.31
C 0.95 0.28 0.65
C -0.17 0.33 -0.39
N -2.09 -1.25 -0.23
P 1.85 -0.67 -0.44
H 1.00 0.52 1.73
H -0.28 1.27 -1.01
*
```

***

# 12
Density functional theory data (ωB97M-V/def2-TZVPD) for the molecule C3H2O at a distorted geometry.

Results
- Energy above the lowest of the compared OMol25 structures with the same formula, charge and spin: 1.322 eV
- Largest force on an atom: 2.03 eV/Å
- Orbital gap: 10.215 eV
- Electronic energy: -5186.8696 eV
- HOMO: -10.28 eV
- Structure (SMILES): C#CC=O

```
! RIJCOSX wB97M-V def2-TZVPD def2/J DEFGRID3
* xyz 0 1
O 1.94 -0.44 -0.71
C 0.86 -0.05 -0.39
C 0.05 -0.46 0.73
C -1.09 -0.05 0.70
H 0.32 0.70 -1.01
H -2.08 0.30 0.69
*
```